1.
Here is 2 unconnected molecules or ions with the total composition C4H4O3 in a non-equilibrium geometry from the Open Molecules 2025 dataset. Energies are from ωB97M-V/def2-TZVPD.

Last column: Löwdin charge in e.
Geometry (Å):
1 C 0.08296 0.05153 0.68927  -0.24
2 C -2.13073 -0.48925 -1.32961  -0.45
3 O -0.20480 -0.19569 -0.68631  -0.12
4 O -1.98470 0.41109 -2.10073  0.13
5 C 1.51196 0.19806 0.90721  -0.11
6 C 2.70134 0.24391 1.04266  0.12
7 O -2.61329 -1.25789 -0.61157  0.21
8 H -0.37003 0.64779 -1.32132  0.18
9 H -0.31013 -0.81760 1.22559  0.13
10 H -0.43547 0.94889 1.05429  0.13
11 H 3.75289 0.25915 1.13051  0.02

LUMO ... 0.5571 eV
SMILES string ... C#CCO.O=C=O
Energy ... -10352.8751 eV
Frontier orbital gap ... 0.40634 hartree
Relative energy (zero: lowest compared OMol25 entry of this formula, charge and spin) ... 53.9 kcal/mol


2.
Here is C3H3N3O in the gas phase in a non-equilibrium geometry from the Open Molecules 2025 dataset. Energies are from ωB97M-V/def2-TZVPD.

Last column: Löwdin charge in e.
Geometry (Å):
1 N 1.02828 0.69726 0.19752  0.07
2 C 0.08961 -0.25468 0.15449  -0.26
3 N 1.35944 1.07409 -1.01207  0.02
4 N 0.63549 0.36869 -1.80422  0.00
5 O -0.87044 0.22211 2.12905  0.06
6 C -0.97712 -0.42622 1.12587  -0.21
7 C -0.18560 -0.45905 -1.14069  -0.09
8 H 1.46055 1.16033 0.96625  0.16
9 H -1.72334 -1.22084 1.03252  0.13
10 H -0.81686 -1.16169 -1.64872  0.12

LUMO ... -0.0275 eV
SMILES string ... O=Cc1cnn[nH]1
Energy ... -9675.3700 eV
Frontier orbital gap ... 0.37644 hartree
Relative energy (zero: lowest compared OMol25 entry of this formula, charge and spin) ... 48.1 kcal/mol


3.
Here is a molecular structure, C24H36N4O3SeV in a non-equilibrium geometry from the Open Molecules 2025 dataset. Energies are from ωB97M-V/def2-TZVPD.

Last column: Löwdin charge in e.
Geometry (Å):
1 V 1.65828 0.41417 1.29516  1.00
2 Se 2.03671 3.09266 -0.66868  1.22
3 N 0.96855 2.13808 0.42506  -0.34
4 C -0.19735 2.76302 0.52084  -0.33
5 C -1.32333 2.31441 1.27393  -0.01
6 C -2.45280 3.05919 1.22420  -0.02
7 C -2.54272 4.27720 0.46209  -0.04
8 C -1.49789 4.73809 -0.25819  0.00
9 C -0.28144 3.97909 -0.25580  -0.36
10 N 0.79543 4.30623 -0.94033  -0.20
11 H -1.25757 1.40175 1.85136  0.10
12 H -3.32799 2.73391 1.77114  0.12
13 H -3.47567 4.82340 0.47639  0.12
14 H -1.54305 5.64898 -0.83780  0.12
15 C 5.26803 -0.11597 0.09609  -0.02
16 C 4.01338 -0.75777 -0.47419  -0.68
17 C 3.97546 -2.25337 -0.19734  -0.02
18 C 3.86488 -0.46907 -1.96040  -0.03
19 O 2.87975 -0.17760 0.18165  -0.33
20 H 6.15736 -0.57014 -0.34150  0.10
21 H 5.31243 -0.25298 1.17721  0.09
22 H 5.29037 0.95355 -0.12034  0.09
23 H 4.79571 -2.75610 -0.71026  0.10
24 H 3.03509 -2.67968 -0.54897  0.09
25 H 4.07239 -2.44869 0.87176  0.09
26 H 4.73057 -0.84291 -2.50767  0.10
27 H 3.79284 0.60522 -2.13829  0.07
28 H 2.97117 -0.95202 -2.35794  0.09
29 C 1.57057 1.43196 5.02243  -0.03
30 C 0.89325 0.23936 4.36616  -0.67
31 C -0.60805 0.24891 4.61194  -0.03
32 C 1.51737 -1.07322 4.81592  -0.02
33 O 1.08870 0.35007 2.94964  -0.33
34 H 1.42111 1.40397 6.10220  0.09
35 H 1.15161 2.36457 4.64246  0.09
36 H 2.64338 1.42394 4.82543  0.09
37 H -0.81658 0.07595 5.66825  0.10
38 H -1.09557 -0.53881 4.03486  0.08
39 H -1.04082 1.21139 4.33489  0.08
40 H 1.48282 -1.15519 5.90249  0.10
41 H 2.56164 -1.12655 4.50529  0.09
42 H 0.98012 -1.92467 4.39482  0.08
43 C -1.44534 -2.73963 -3.75050  -0.05
44 C -1.25116 -1.22959 -3.70976  -0.19
45 N -2.42720 -0.48251 -3.25752  -0.05
46 C -3.26611 0.18687 -4.25879  -0.19
47 C -4.34513 -0.71635 -4.83551  -0.06
48 C -2.90004 -0.51927 -1.99190  -0.43
49 O -3.98352 -0.06388 -1.66009  0.08
50 C -2.04140 -1.14543 -0.92605  -0.11
51 C -2.52196 -2.20513 -0.16895  0.02
52 C -1.75806 -2.67770 0.88484  -0.02
53 C -0.56043 -2.04538 1.17360  -0.11
54 N -0.10484 -1.00613 0.47145  0.03
55 C -0.82848 -0.58517 -0.56722  -0.08
56 H -0.56947 -3.21724 -4.19143  0.08
57 H -2.31427 -3.00368 -4.35225  0.07
58 H -1.58543 -3.15512 -2.75225  0.07
59 H -1.02700 -0.86399 -4.71088  0.12
60 H -0.38503 -0.97525 -3.09556  0.10
61 H -2.60308 0.55034 -5.04417  0.12
62 H -3.72129 1.05038 -3.77779  0.12
63 H -3.91409 -1.57592 -5.35027  0.07
64 H -4.94937 -0.16539 -5.55630  0.08
65 H -5.00249 -1.07306 -4.04337  0.08
66 H -3.48774 -2.63589 -0.40025  0.14
67 H -2.09064 -3.50774 1.49184  0.12
68 H 0.05162 -2.36908 2.00749  0.11
69 H -0.43617 0.26664 -1.11443  0.12

LUMO (spin up / spin down) ... -4.2559 / -4.3033 eV
Energy ... -128605.1980 eV
Frontier orbital gap (spin up / spin down) ... 0.24931 / 0.27394 hartree
2S+1 ... 3
Charge ... +1
Relative energy (zero: lowest compared OMol25 entry of this formula, charge and spin) ... 0.0 kcal/mol